Entry 1:
The following is a quantum chemistry calculation of one molecule with the formula C4H7ClN2S, from the OMol25 dataset.

Geometry as XYZ:
```
15
Properties=species:S:1:pos:R:3:forces:R:3
C -1.0937 -0.3266 -0.4202 -0.53 -2.49 2.01
C -0.7999 0.9141 0.3237 -0.42 -0.71 2.94
C 1.3142 -0.6305 -0.1864 -4.54 1.18 2.57
C -0.0416 -1.2886 0.1666 -1.45 -0.34 -4.66
H -0.9599 -0.0362 -1.4429 -0.53 -0.73 -0.86
H -0.3891 0.6031 1.4678 -1.73 1.32 -2.61
H -1.6676 1.5039 0.2222 -0.77 1.38 0.65
H 0.4317 2.4454 0.0533 0.04 -1.41 -0.78
H 2.2684 0.9572 -0.3397 0.89 1.43 -0.43
H -0.2008 -1.3090 1.2284 0.13 -0.68 0.30
H -0.2181 -2.2424 -0.4612 0.96 1.03 1.78
N 0.2960 1.4896 -0.3822 -1.31 3.90 0.06
N 1.3559 0.7304 -0.0315 2.66 -2.85 0.01
S 2.5174 -1.5732 -0.0861 4.69 -2.67 -0.53
Cl -2.8132 -1.2374 -0.1119 1.90 1.64 -0.44
```
Positions in Å, forces in eV/Å.

energy relative to the best compared isomer or geometry (same formula, charge and spin) = 67.8 kcal per mole
2S+1 = 1
SMILES = S=C1C[C@@H](Cl)CNN1



Entry 2:
The following is a quantum chemistry calculation of a 5-piece molecular cluster, C18H46O16S5 overall, from the OMol25 dataset.

Geometry as XYZ:
```
85
Properties=species:S:1:pos:R:3:forces:R:3
C 1.1878 -0.6332 1.1772 0.62 -0.64 -0.18
C 1.9246 -1.5765 0.2122 -0.36 0.23 -0.50
C 1.2265 -1.5439 -1.1678 0.01 0.29 0.57
C 2.0632 -2.9986 0.7526 -0.60 -0.55 0.14
C 0.7269 -3.7777 0.7728 0.31 0.29 0.01
C 2.6625 -2.9342 2.1314 0.56 -0.03 0.00
O 2.9458 -4.2673 2.5770 -0.15 0.04 -0.27
O 3.7493 -4.1489 3.7376 0.19 0.67 0.50
S 2.8036 -4.3621 5.1121 -0.09 -1.27 1.05
O 1.4346 -4.0352 4.8319 -0.41 0.25 -0.46
O 3.3609 -3.1500 6.0631 0.33 0.19 -0.56
H 0.8639 0.2544 0.6500 -0.10 0.24 0.01
H 0.3344 -1.1568 1.5922 -0.35 0.13 0.12
H 1.8570 -0.3595 1.9844 -0.06 0.25 0.30
H 2.9301 -1.1861 0.0700 0.24 0.04 0.06
H 1.0313 -2.5211 -1.5936 0.23 -0.14 -0.20
H 0.2693 -1.0430 -1.0744 -0.30 -0.03 -0.08
H 1.8175 -0.9229 -1.8309 0.09 -0.11 -0.42
H 2.7517 -3.5461 0.1148 0.27 0.01 -0.13
H 0.7090 -4.5917 0.0580 0.04 -0.07 -0.21
H -0.0842 -3.1021 0.5299 -0.36 -0.02 0.07
H 0.5658 -4.2173 1.7495 -0.20 -0.03 0.20
H 2.0092 -2.4629 2.8553 -0.19 0.12 0.11
H 3.6093 -2.4007 2.0762 0.16 0.17 0.16
H 2.6402 -2.9168 6.6784 0.10 -0.05 -0.23
O -1.0983 -1.5073 -4.3876 -0.06 -0.13 0.24
S -1.3631 -0.1466 -4.0333 -0.03 0.37 -0.39
O -1.5658 0.2281 -2.6663 0.04 -0.18 0.09
O -2.5789 0.3830 -4.9118 0.16 0.10 0.08
C -3.8165 -0.3652 -4.8737 -0.54 -0.35 0.06
C -4.5829 -0.1772 -3.5810 0.42 -0.15 0.24
C -0.1199 0.8925 -4.7188 0.02 0.01 -0.07
H -3.6087 -1.4184 -5.0703 0.16 0.04 0.02
H -4.4023 0.0136 -5.7090 0.18 0.13 -0.06
H -4.0406 -0.5967 -2.7336 0.00 -0.08 -0.05
H -5.5502 -0.6752 -3.6440 -0.03 0.05 -0.10
H -4.7403 0.8744 -3.3822 -0.10 0.07 -0.02
H 0.0243 0.6415 -5.7651 0.00 0.01 -0.01
H 0.7948 0.7133 -4.1583 -0.01 -0.05 0.02
H -0.4333 1.9254 -4.6048 -0.03 0.00 -0.02
O -6.4311 2.2766 -3.7775 -0.18 0.07 0.14
S -6.7644 3.6218 -3.4123 -0.07 0.33 -0.35
O -7.0427 3.9526 -2.0504 0.04 -0.17 0.09
O -7.9652 4.1154 -4.3345 0.16 0.08 0.06
C -9.1672 3.3162 -4.3575 -0.48 -0.31 0.05
C -9.9890 3.4495 -3.0905 0.18 0.05 0.16
C -5.5395 4.7232 -4.0308 0.02 0.03 -0.06
H -8.9086 2.2752 -4.5581 0.14 0.04 0.04
H -9.7349 3.6831 -5.2100 0.17 0.12 -0.06
H -9.4621 3.0430 -2.2290 0.00 -0.03 -0.01
H -10.9295 2.9091 -3.1987 -0.01 0.02 -0.09
H -10.2017 4.4976 -2.8810 -0.05 0.00 -0.04
H -5.3465 4.4902 -5.0740 -0.02 -0.01 0.00
H -4.6448 4.5671 -3.4320 -0.02 -0.04 0.03
H -5.8972 5.7423 -3.9137 -0.02 0.00 0.02
O 2.4438 2.8942 -5.7286 -0.08 0.05 -0.22
S 2.3693 4.1969 -5.1378 0.17 0.12 0.61
O 1.8203 5.2998 -5.8626 -0.06 -0.13 -0.23
O 3.8079 4.5905 -4.5838 -0.15 0.01 0.02
C 4.9165 4.5649 -5.5094 0.42 0.03 -0.41
C 4.8960 5.7239 -6.4862 -0.25 0.04 -0.01
C 1.5605 4.0929 -3.5766 0.04 -0.03 0.05
H 4.9356 3.6051 -6.0281 -0.14 -0.02 0.05
H 5.8066 4.6184 -4.8863 -0.12 -0.03 0.18
H 4.0395 5.6661 -7.1558 0.01 -0.03 -0.01
H 5.8016 5.7147 -7.0929 0.05 -0.03 0.07
H 4.8331 6.6724 -5.9534 0.07 0.00 0.01
H 1.9912 3.2753 -3.0053 0.01 0.00 -0.01
H 0.5078 3.9073 -3.7748 -0.01 0.02 -0.04
H 1.6813 5.0404 -3.0592 0.01 0.01 -0.02
O 2.7475 -5.7841 9.6822 -0.05 0.10 -0.24
S 2.7863 -4.5983 10.4811 0.25 -0.04 0.46
O 2.3693 -3.3410 9.9372 -0.08 -0.08 -0.23
O 4.2462 -4.4450 11.0966 -0.18 0.06 0.07
C 5.3663 -4.4341 10.1841 0.42 0.03 -0.40
C 5.4848 -3.1400 9.4039 -0.25 0.07 0.03
C 1.9340 -4.8777 11.9946 0.00 0.02 0.06
H 5.3015 -5.2964 9.5186 -0.15 -0.01 0.04
H 6.2433 -4.5707 10.8133 -0.13 -0.04 0.17
H 4.6444 -3.0038 8.7264 0.02 -0.03 -0.04
H 6.3982 -3.1465 8.8094 0.04 -0.05 0.06
H 5.5051 -2.2856 10.0805 0.07 -0.01 0.01
H 2.2717 -5.8172 12.4219 0.02 0.00 -0.02
H 0.8740 -4.9247 11.7558 0.01 0.00 -0.05
H 2.1318 -4.0457 12.6648 0.00 0.02 -0.01
```
Positions in Å, forces in eV/Å.

2S+1 = 1
electronic energy = -3908.03009 a.u.



Entry 3:
The following is a quantum chemistry calculation of one molecule with the formula C3H3NO3, from the OMol25 dataset.

Geometry as XYZ:
```
10
Properties=species:S:1:pos:R:3:forces:R:3
N -0.9428 -1.4364 -0.7068 0.26 0.36 0.00
C -0.0841 -0.5573 -0.4540 -0.19 -0.32 -0.07
O -0.2072 0.7949 -0.7456 -0.06 0.01 0.12
C -0.4498 1.5586 0.3549 -0.18 -0.04 0.52
O -0.7716 1.1071 1.4136 0.11 0.29 -0.39
C 1.2192 -0.9331 0.2036 0.32 0.20 0.20
O 1.9335 -0.1220 0.7328 -0.28 -0.38 -0.38
H -1.8002 -1.0193 -1.0739 0.07 -0.08 -0.06
H -0.3364 2.6210 0.1110 -0.01 -0.11 -0.04
H 1.4394 -2.0134 0.1644 -0.04 0.07 0.10
```
Positions in Å, forces in eV/Å.

energy relative to the best compared isomer or geometry (same formula, charge and spin) = 36.2 kcal per mole
2S+1 = 1
SMILES = [H]/N=C(/C=O)OC=O



Entry 4:
The following is a quantum chemistry calculation of one molecule with the formula C4H6N4, from the OMol25 dataset.

Geometry as XYZ:
```
14
Properties=species:S:1:pos:R:3:forces:R:3
C 0.6888 2.4738 1.2890 1.97 1.76 1.09
C 0.7268 0.8957 -1.0164 -0.04 -0.53 3.29
C 0.4236 1.1275 1.3019 -0.33 -0.62 -0.37
C -0.4737 -0.8269 0.2103 4.80 1.91 -0.85
N 1.2063 3.5138 1.3809 -0.92 -0.30 -0.28
N 2.2170 0.3847 -0.8509 1.69 -0.09 0.66
N 2.8141 0.3550 0.1385 -1.27 0.11 -0.62
N -0.0287 0.5966 0.1466 -0.14 -2.62 -1.66
H 0.8049 1.9144 -0.9760 0.79 2.70 -0.87
H 0.4928 0.4758 -1.9117 -1.53 -1.04 -2.29
H 0.7131 0.4478 2.0684 -0.13 0.00 0.83
H -1.1397 -0.8637 0.9405 -2.92 -0.87 3.08
H -0.7835 -1.0808 -0.7108 -2.16 -0.58 -3.14
H 0.3769 -1.5176 0.2512 0.19 0.16 1.12
```
Positions in Å, forces in eV/Å.

energy relative to the best compared isomer or geometry (same formula, charge and spin) = 106.2 kcal per mole
2S+1 = 1



no.,F_max (eV/Å)
1,5.42
2,1.65
3,0.60
4,5.24